Record 1
The following is a DFT calculation (ωB97M-V/def2-TZVPD) of a 2-piece molecular cluster, C19H38F3N6O5 overall at a distorted geometry.

The value obtained for the total energy is -1750.803694 a.u. Its HOMO-LUMO gap is 7.416 eV. As for the total charge: +1. The value obtained for the LUMO energy is -3.1 eV. As for the HOMO energy: -10.511 eV.

CARTESIAN COORDINATES (ANGSTROEM)
C1 6.7951 -2.5878 0.8005
C2 6.4522 -4.0647 0.4108
C3 5.3186 -4.1497 -0.6462
N1 3.9910 -4.4478 -0.0790
C4 3.3341 -3.3295 0.5119
O1 3.8193 -3.0787 1.7972
C5 3.1894 -2.0078 -0.2884
N2 1.7784 -1.5667 -0.0836
C6 1.9147 -0.2794 0.6016
O2 2.4968 -0.1724 1.6034
N3 1.3260 0.8760 0.0246
C7 1.8615 1.1895 -1.2310
O3 2.5658 0.5379 -1.8734
F1 1.4811 2.3713 -1.6841
C8 1.0782 -2.5729 0.5692
N4 -0.1214 -2.5621 1.0288
C9 -0.9807 -1.3498 0.8652
C10 -1.2064 -0.9707 -0.6330
C11 -2.6911 -0.9509 -1.0352
F2 -3.0640 -2.1016 -1.6968
C12 -0.7369 -3.7256 1.6760
C13 0.0836 -4.3390 2.8235
F3 -0.9091 -4.6658 0.6732
N5 1.8961 -3.6613 0.6304
H1 5.9656 -1.9492 0.4543
H2 7.6862 -2.2347 0.2752
H3 6.8591 -2.4643 1.8863
H4 7.3590 -4.4690 -0.0606
H5 6.2563 -4.6872 1.2877
H6 5.5701 -5.0079 -1.2842
H7 5.3552 -3.2636 -1.3037
H8 3.4219 -4.8947 -0.7897
H9 4.2002 -2.1917 1.8410
H10 3.2144 -2.3126 -1.3512
H11 3.9729 -1.2515 -0.2609
H12 1.5306 1.6774 0.6275
H13 -0.4792 -0.5022 1.3557
H14 -1.9426 -1.4886 1.3606
H15 -0.6561 -1.6339 -1.3127
H16 -0.7959 0.0268 -0.8001
H17 -2.8456 -0.1254 -1.7423
H18 -3.3435 -0.7423 -0.1750
H19 -1.7402 -3.4961 2.0392
H20 0.4631 -5.3033 2.4597
H21 0.9423 -3.7417 3.1402
H22 -0.5635 -4.5907 3.6696
H23 1.5774 -4.4739 0.1113
C14 -1.7076 2.5444 -0.8715
O4 -3.1053 2.3770 -0.7523
C15 -3.6046 2.6425 0.5595
C16 -4.4575 3.8971 0.5707
N6 -3.6395 5.0895 0.3779
C17 -4.4123 6.3100 0.1385
C18 -5.2559 6.3791 -1.1343
O5 -4.4976 6.4080 -2.3317
C19 -4.1254 5.1412 -2.8406
H24 -1.4095 2.1951 -1.8616
H25 -1.4225 3.5967 -0.7812
H26 -1.1780 1.9546 -0.1159
H27 -2.7975 2.7037 1.2965
H28 -4.2388 1.7927 0.8318
H29 -4.9743 3.9691 1.5317
H30 -5.2104 3.7938 -0.2197
H31 -3.0250 4.9431 -0.4123
H32 -3.6924 7.1313 0.1033
H33 -5.0562 6.4934 1.0039
H34 -5.7967 7.3286 -1.1067
H35 -6.0223 5.5967 -1.1773
H36 -4.8704 4.3719 -2.6211
H37 -3.1463 4.8392 -2.4567
H38 -4.0339 5.2311 -3.9238

Atomic forces in eV per Å
-0.9 -0.5 -0.1
0.5 0.8 -0.4
0.9 -1.0 0.4
0.2 0.6 -0.4
-0.7 0.8 0.3
0.1 -0.1 -0.1
0.1 -1.9 -2.7
0.2 1.9 1.6
-1.8 0.7 -1.6
1.3 -0.2 2.6
0.7 0.4 -0.5
-1.4 1.0 0.2
1.9 -2.2 -1.4
-0.6 0.6 0.7
3.0 -0.9 -0.9
-2.2 1.3 0.6
0.6 0.5 -1.1
-0.5 -0.2 0.3
0.4 1.1 -0.6
0.0 -0.3 0.5
0.6 -1.0 0.5
0.0 -0.7 -0.3
0.0 -0.1 0.0
-0.8 -0.7 -0.3
0.3 0.0 0.2
0.0 0.0 0.4
0.3 0.1 -0.3
-0.3 -0.1 0.1
-0.3 0.1 -0.2
-0.3 0.2 0.1
-0.2 -0.1 0.2
0.0 0.2 0.1
-0.1 -0.1 0.1
0.0 0.1 0.3
-0.5 0.2 0.7
-0.5 -0.2 0.2
-0.2 -0.3 0.1
0.3 -0.3 0.0
-0.2 0.0 0.2
-0.2 -0.2 0.0
0.0 -0.2 0.2
0.0 -0.4 -0.2
0.2 0.6 -0.3
0.1 0.3 0.1
-0.3 0.0 0.0
0.1 0.3 -0.1
-0.1 -0.2 0.7
-0.3 0.1 -0.2
0.4 -0.1 0.1
-0.5 -0.1 0.0
0.3 0.1 -0.2
-0.1 -0.1 0.1
0.3 0.0 -0.1
-0.1 0.3 0.1
-0.1 -0.2 0.1
0.1 0.3 -0.2
-0.1 0.0 0.0
0.2 0.0 0.1
0.1 0.1 0.1
0.1 0.1 -0.1
0.0 0.0 0.0
0.0 0.0 0.0
-0.1 -0.2 0.1
0.0 0.0 0.0
-0.1 0.0 0.0
0.0 -0.1 0.0
0.0 0.0 0.0
0.1 -0.1 0.0
0.0 0.0 0.1
0.0 -0.2 0.0
0.0 0.0 0.0

***

Record 2
The following is a DFT calculation (ωB97M-V/def2-TZVPD) of a 6-piece molecular cluster, C19H38O7 overall at a distorted geometry.

The value obtained for the total energy is -1272.884161 a.u. Its HOMO-LUMO gap is 9.655 eV. As for the SMILES: CCOC(C)=O.CC(C)=O.CC(C)=O.CC(C)=O.CC(C)=O.CC(C)=O. The value obtained for the LUMO energy is 0.1 eV. Its energy above the lowest of the compared OMol25 structures with the same formula, charge and spin is 294.55 kcal/mol. As for the HOMO energy: -9.541 eV.

CARTESIAN COORDINATES (ANGSTROEM)
C1 -3.8983 -0.8972 -2.4714
C2 -2.5113 -0.3202 -2.8694
O1 -2.4443 1.0708 -2.5394
C3 -1.3043 1.6758 -2.8564
C4 -1.3553 3.1728 -2.4414
O2 -0.3033 1.2308 -3.4414
H1 -3.9453 -1.8362 -2.7254
H2 -4.5253 -0.3732 -3.2194
H3 -4.0953 -0.7112 -1.3184
H4 -1.7513 -0.7182 -2.2764
H5 -2.3143 -0.5272 -3.7784
H6 -0.9133 3.5138 -1.5074
H7 -2.3333 3.5158 -2.7064
H8 -0.7383 3.9878 -3.2084
C5 4.9227 -2.8472 -2.2524
C6 4.0297 -3.2922 -1.1924
C7 3.8997 -4.9092 -1.1684
O3 3.2247 -2.4972 -0.4274
H9 5.0117 -2.0432 -1.9324
H10 4.3857 -2.7042 -3.1854
H11 5.6927 -3.4702 -2.5224
H12 4.7427 -5.3802 -0.9944
H13 3.4377 -5.2392 -2.1194
H14 3.1947 -4.8612 -0.4944
C8 -1.8033 1.0788 1.3366
C9 -0.6853 0.1198 1.6496
C10 0.1217 -0.4532 0.3946
O4 -0.4763 -0.3182 2.8836
H15 -2.2773 1.3828 2.2246
H16 -2.4093 0.6348 0.5016
H17 -1.3533 1.9248 0.6356
H18 0.5147 0.5078 0.0526
H19 -0.4863 -1.1192 -0.0684
H20 1.0927 -1.1542 0.8936
C11 -0.7523 -3.9202 1.8226
C12 -0.9923 -4.4652 0.4676
C13 0.0917 -5.1802 -0.3094
O5 -2.0653 -4.0652 -0.3164
H21 0.0877 -4.5122 2.4266
H22 -1.6853 -4.1752 2.2286
H23 -0.3813 -2.9252 1.9236
H24 0.3907 -5.9652 0.1006
H25 0.8017 -4.6832 -0.2764
H26 -0.1923 -5.3742 -1.3924
C14 -1.8783 4.1238 2.7456
C15 -2.0343 5.2228 3.8006
C16 -3.1823 4.9738 4.7336
O6 -1.2273 6.2048 3.9176
H27 -2.7143 3.8508 1.9956
H28 -1.1353 3.3768 3.1196
H29 -1.3693 4.8438 2.0016
H30 -4.0593 5.1688 4.3456
H31 -3.0523 5.6398 5.6636
H32 -3.1073 4.1728 5.2176
C17 3.2067 1.5388 1.0326
C18 2.2957 2.4718 0.1396
C19 2.2877 2.1098 -1.2544
O7 1.6127 3.4558 0.7186
H33 2.6007 0.9798 1.8676
H34 4.0827 2.0338 1.1976
H35 3.5307 0.7358 0.5926
H36 1.4807 2.7198 -1.8044
H37 1.9537 1.0718 -1.7274
H38 3.0607 2.4268 -1.8314

Atomic forces in eV per Å
1.1 6.6 1.9
-2.4 0.4 6.8
0.1 0.4 -0.7
3.0 1.9 -0.8
1.8 2.1 -3.2
-2.7 -0.2 1.4
-0.1 -5.4 -0.9
-0.6 0.0 1.1
0.0 -0.3 -2.7
1.3 -1.3 0.9
1.4 -0.9 -6.7
-0.6 -0.6 0.4
-0.9 0.3 1.0
-1.2 -3.0 1.7
-4.0 -9.3 -4.1
-5.1 -0.2 2.8
-2.1 5.3 -3.8
5.2 -4.7 -4.6
3.6 13.8 4.2
-0.7 -0.2 -0.1
2.1 -1.2 0.1
4.1 -2.2 1.2
0.4 0.4 0.3
-3.6 -1.5 4.1
2.2 0.3 -3.7
1.0 -3.4 4.6
4.0 1.0 6.5
-0.9 2.4 -6.2
-0.9 0.5 0.6
-0.1 -0.1 1.2
-0.7 -1.1 2.0
-0.1 -0.8 -1.3
-1.8 -1.4 -2.4
-2.8 2.3 -1.6
2.3 -3.0 0.9
-4.1 3.0 -6.9
-14.3 -2.0 -4.5
5.6 -2.2 5.3
-1.8 0.8 -1.5
-1.3 0.6 1.6
-0.5 1.0 -0.3
2.0 -7.4 3.7
11.9 9.1 0.3
0.1 0.3 1.5
1.4 2.9 -2.9
1.5 2.0 0.8
4.5 7.7 1.3
-3.1 -3.9 -0.7
0.7 -0.3 2.3
-0.9 0.3 -0.7
0.4 -1.6 0.7
-4.5 0.6 -2.2
-0.3 -0.1 -1.5
0.4 -7.6 2.9
-5.7 2.1 2.0
-1.9 2.4 5.6
-5.7 -0.6 -3.5
3.4 -5.1 -3.5
1.2 2.1 -0.7
2.1 1.8 1.8
1.5 -4.5 -3.7
0.7 -0.5 1.0
1.1 1.5 2.0
3.1 0.7 -1.1

***

Record 3
The following is a DFT calculation (ωB97M-V/def2-TZVPD) of C19H39AlB2BrF8KMg2N3O9P as an isolated structure at a distorted geometry.

The value obtained for the total energy is -6594.902277 a.u. Its HOMO-LUMO gap is 1.630 eV. The value obtained for the LUMO energy is -5.6 eV. As for the HOMO energy: -7.235 eV.

CARTESIAN COORDINATES (ANGSTROEM)
C1 4.5541 0.0163 2.4059
C2 4.0741 -0.9885 1.2102
B1 2.5146 -0.6792 0.8787
O1 1.5796 -0.7714 2.0170
P1 1.8002 -0.2565 -0.8544
C3 0.8215 -1.9095 -0.8273
C4 -0.0234 -1.9718 -2.2251
C5 -1.5623 -2.1948 -1.8961
C6 -2.1976 -0.9418 -1.1250
N1 -2.6909 -1.4830 0.2059
C7 -3.1446 -0.3747 1.0734
C8 -3.1541 -0.6232 2.6497
O2 -3.5155 0.7270 0.6127
C9 2.8198 1.3497 -1.0307
C10 2.1989 2.6014 -0.2493
C11 0.7518 3.1181 -0.7933
C12 -0.2034 3.3231 0.5257
C13 -0.5509 2.0453 1.4412
C14 -1.4064 2.1277 2.7362
C15 -1.9571 3.5272 3.1804
C16 -1.6421 4.7982 2.2826
C17 -0.7859 4.7340 0.9788
H1 5.3135 -0.5302 3.0810
H2 3.6804 0.3061 3.0831
H3 5.0576 0.9540 1.9688
H4 4.6989 -0.8349 0.2612
H5 4.1968 -2.0666 1.5864
H6 1.0943 -1.6314 1.9742
H7 0.5407 0.4136 -1.0299
H8 2.4783 -0.7600 -2.0407
H9 1.5978 -2.7666 -0.8281
H10 0.0817 -1.9884 0.0489
H11 0.4029 -2.7759 -2.9324
H12 0.1001 -0.9574 -2.7341
H13 -2.1172 -2.3389 -2.8900
H14 -1.6354 -3.1400 -1.2293
H15 -1.4543 -0.1099 -0.8854
H16 -3.0438 -0.5014 -1.7594
H17 -1.8095 -1.8457 0.6450
H18 -2.0786 -0.7296 3.0199
H19 -3.7511 -1.5720 2.8819
H20 -3.6205 0.2815 3.2434
H21 3.8690 1.1485 -0.5849
H22 3.0130 1.5485 -2.1503
H23 2.1521 2.4298 0.9087
H24 2.9355 3.4834 -0.4017
H25 0.8770 4.1613 -1.2493
H26 0.2728 2.4565 -1.5875
H27 -0.1313 1.0395 1.1167
H28 -1.6079 1.1566 3.2912
H29 -2.5890 3.6368 4.1348
H30 -2.0693 5.7958 2.6791
H31 -0.5965 5.6900 0.3784
Mg1 -2.5096 -3.2509 1.2153
B2 2.5410 -4.8159 -3.0034
F1 1.5048 -5.2728 -2.1245
F2 3.5779 -5.8039 -3.0869
F3 1.9932 -4.5796 -4.3014
F4 3.0935 -3.5864 -2.4847
Br1 -3.8706 1.2332 4.8390
F5 3.3281 -6.9106 -0.5528
Al1 3.7676 -8.6266 -0.3084
F6 4.8513 -8.7630 1.1061
F7 4.5989 -9.2317 -1.7460
F8 2.3017 -9.5746 -0.0249
N2 0.0782 0.7285 5.9051
H32 0.7431 1.0994 6.5903
H33 -0.5317 1.4857 5.5746
H34 0.5911 0.3315 5.1105
H35 -0.4923 -0.0027 6.3433
Mg2 1.3979 3.6347 1.9264
N3 -0.8334 0.8296 -4.9759
O3 -0.2461 0.6220 -6.0397
O4 -0.1865 0.9857 -3.9233
O5 -2.0716 0.8827 -4.9474
C18 -4.7391 0.3977 -6.6660
O6 -4.9197 -0.8376 -6.5186
O7 -5.5853 1.1161 -5.8965
O8 -3.9363 1.0241 -7.3797
H36 -6.0069 0.3111 -5.5287
K1 5.3594 -5.8346 0.1678
C19 -3.5763 7.2635 1.1409
O9 -3.1567 7.4566 2.3883
H37 -2.8696 6.7642 0.4410
H38 -4.4807 6.6362 1.0057
H39 -3.8537 8.1615 0.5581

Atomic forces in eV per Å
0.5 -0.4 -0.1
0.0 0.5 0.1
0.1 -0.8 2.1
0.6 -0.8 -1.2
-0.1 -0.9 -1.1
-0.3 -1.3 -1.1
0.4 -0.1 0.6
0.6 0.4 -0.7
0.1 -0.7 -1.3
0.2 2.4 0.1
-1.3 3.0 0.8
0.2 -0.8 -1.8
1.5 -4.1 1.1
1.1 1.1 0.3
0.6 1.1 -1.7
-0.4 0.9 1.6
-2.6 -0.1 1.5
-0.8 3.0 1.0
1.2 3.5 -2.4
2.2 -0.3 -3.4
1.2 -3.2 0.0
-0.7 -3.1 2.2
-1.1 1.0 -1.1
1.1 -0.3 -1.0
-0.8 -1.4 0.7
-0.6 -0.4 1.5
-0.3 1.5 -0.6
0.4 1.0 -0.1
0.5 0.2 0.2
-0.2 0.2 0.6
-1.4 1.0 0.2
1.0 0.0 -0.7
-0.7 1.2 1.2
-0.4 -1.3 0.4
0.7 -0.1 1.6
-0.1 1.1 -1.1
-0.9 -1.1 -0.6
1.1 -0.6 1.3
0.6 2.3 -0.8
-1.3 -0.2 -0.5
0.8 1.1 -0.1
0.6 -1.6 -1.4
-1.5 0.3 -0.7
-0.6 0.3 1.7
0.7 -1.2 -2.0
-1.0 -1.2 0.5
-0.2 -1.5 0.6
0.6 0.6 1.2
-0.6 1.4 0.4
0.1 1.8 -0.7
1.0 -0.3 -1.8
0.4 -1.0 -1.0
-0.3 -1.6 0.9
-1.1 -2.4 0.6
-0.2 -1.0 -0.7
0.6 0.7 -0.4
-0.6 1.1 0.2
0.4 0.1 1.1
-0.2 -0.3 0.1
0.2 1.0 1.9
0.8 -1.6 0.9
-1.1 -1.6 -0.9
-0.8 1.0 -1.4
-0.7 0.9 1.8
1.7 1.2 -0.1
0.2 0.0 0.0
-0.1 -0.1 -0.1
-0.4 -0.1 0.0
-0.1 0.0 0.1
-0.2 0.2 -0.1
-0.8 0.9 0.9
0.2 -0.2 -0.9
-0.3 0.1 0.5
0.2 0.2 0.7
0.0 -0.1 0.2
0.0 0.7 0.1
1.1 -0.1 -0.8
-0.2 -0.3 0.2
-0.2 -1.0 0.1
-0.7 0.7 0.6
-0.1 -0.1 -0.4
-0.5 -0.9 -0.9
0.5 -0.2 0.3
0.6 0.1 0.0
-0.3 0.1 0.5
0.1 0.5 0.2